Entry 1:
The following is a DFT calculation (wB97M-V/def2-TZVPD) of the molecule C4H5N3O.

XYZ file:
```
13
Properties=species:S:1:pos:R:3:forces:R:3:nbo_charge:R:1
N -2.295 0.174 0.091 3.4 1.8 -0.7 -0.663
N -1.581 -0.986 0.060 3.1 -0.5 -0.7 -0.248
C -0.349 -0.669 -0.138 -0.1 -2.3 -1.2 0.271
C 0.072 0.692 -0.412 -1.2 1.1 0.7 -0.371
C 1.237 1.180 -0.045 0.1 -1.9 -0.5 0.163
O 2.127 0.152 0.220 0.9 0.3 1.2 -0.489
C 1.730 -1.169 0.089 4.3 -0.8 -1.3 0.398
N 0.658 -1.710 -0.235 -2.3 1.9 1.0 -0.415
H -1.923 0.743 0.828 -0.9 0.5 0.6 0.350
H -3.139 -0.160 0.135 -6.3 -0.9 1.1 0.361
H -0.739 1.334 -0.626 -0.4 0.7 -0.6 0.241
H 1.539 2.238 -0.006 0.4 -1.0 0.0 0.224
H 2.663 -1.818 0.036 -1.0 1.1 0.5 0.180
```
Forces are in eV/Å.

The orbital gap is 8.98 eV. For the relative energy (zero: lowest compared OMol25 entry of this formula, charge and spin), the calculation gives 4.298 eV. The SMILES is N/N=c1\ccocn1.



Entry 2:
The following is a DFT calculation (wB97M-V/def2-TZVPD) of a structure of composition C3H2Br2P2.

XYZ file:
```
9
Properties=species:S:1:pos:R:3:forces:R:3:nbo_charge:R:1
C 0.927 -0.240 -0.048 0.0 4.5 4.1 -0.440
C 1.514 0.854 0.588 -1.1 -1.8 -1.7 -0.142
C 0.529 1.302 1.548 0.7 1.5 0.4 -0.873
P 0.388 2.749 2.375 -0.3 -0.1 0.4 0.917
P -0.568 -0.193 1.011 -0.3 1.3 0.3 0.646
Br 2.993 1.903 0.160 0.4 -0.2 0.0 0.148
Br 2.083 5.262 2.906 -0.7 -1.7 -0.6 -0.459
H 1.336 -0.893 -0.678 1.3 -2.4 -2.8 0.224
H -1.329 0.852 0.334 0.1 -1.0 -0.2 -0.022
```
Forces are in eV/Å.

The orbital gap (alpha / beta) is 6.31 / 6.31 eV. For the relative energy (zero: lowest compared OMol25 entry of this formula, charge and spin), the calculation gives 3.268 eV.



Entry 3:
The following is a DFT calculation (wB97M-V/def2-TZVPD) of a structure of composition C32H25N4Rh.

XYZ file:
```
62
Properties=species:S:1:pos:R:3:forces:R:3:nbo_charge:R:1
Rh 1.032 0.346 -0.364 0.8 -0.8 -1.8 0.972
C -2.445 -0.242 -3.033 0.1 -0.6 -0.1 -0.691
C -2.715 0.459 -1.750 4.2 2.7 -1.1 0.365
C -3.891 0.295 -1.054 -1.2 0.3 2.1 -0.147
C -4.150 0.518 0.357 0.2 -0.1 -1.1 -0.198
C -3.174 0.582 1.299 -1.2 0.7 1.2 -0.054
C -1.734 0.533 0.957 -0.2 0.2 -0.1 -0.181
N -1.783 1.484 -1.435 -3.3 -3.5 1.1 -0.293
C -0.758 0.759 2.042 1.3 0.5 0.9 0.345
C -0.999 0.951 3.372 -0.1 0.0 1.3 -0.269
C 0.059 1.069 4.268 0.2 0.0 -0.2 -0.107
C 1.352 0.917 3.836 0.3 0.4 -0.5 -0.201
C 1.551 0.758 2.463 -1.5 0.5 0.4 0.158
N 0.508 0.779 1.586 0.5 -0.5 2.7 -0.512
C 2.847 0.592 1.863 2.0 -0.5 -0.4 0.228
C 4.071 0.539 2.560 -1.8 0.3 0.1 -0.196
C 5.220 0.366 1.831 0.2 -0.7 -0.5 -0.137
C 5.105 0.266 0.455 1.3 0.3 -1.3 -0.201
C 3.882 0.311 -0.226 1.6 -0.2 0.3 0.250
C 3.837 0.218 -1.744 -0.7 -0.4 0.5 -0.661
N 2.805 0.396 0.522 0.2 0.8 0.5 -0.509
H -3.129 -1.079 -3.076 0.0 -0.4 -0.3 0.241
H -1.395 -0.598 -3.198 -0.8 0.4 0.6 0.262
H -2.671 0.400 -3.875 -0.1 0.3 -0.2 0.281
H -4.720 -0.081 -1.623 -0.3 -0.2 -0.2 0.252
H -5.186 0.488 0.699 0.3 0.0 -0.3 0.260
H -3.501 0.598 2.365 0.4 0.1 -0.9 0.243
H -1.956 1.017 3.851 -0.6 0.0 -0.4 0.240
H -0.122 1.274 5.305 -0.2 0.0 0.3 0.247
H 2.188 1.053 4.516 -0.2 -0.3 -0.1 0.245
H 4.041 0.638 3.639 0.3 0.0 -0.2 0.239
H 6.192 0.201 2.289 -0.2 0.4 0.0 0.257
H 6.034 0.208 -0.147 -0.7 -0.1 0.4 0.243
H 2.983 0.751 -2.250 0.7 -0.5 0.8 0.230
H 3.815 -0.863 -2.027 0.2 0.9 0.0 0.249
H 4.757 0.695 -2.039 0.3 -0.1 -0.7 0.256
C 0.050 3.911 -1.064 1.8 -0.8 -2.0 -0.174
C -0.824 4.019 0.060 -1.3 -0.5 1.0 -0.195
C -1.534 2.958 0.559 0.0 3.8 1.2 -0.159
C -1.401 1.677 -0.029 -1.6 -0.3 -0.9 0.024
C -0.383 1.540 -1.093 -0.3 -0.2 -1.7 -0.178
C 0.316 2.680 -1.638 0.1 1.9 1.4 -0.215
C -1.482 -0.873 0.521 1.7 -1.3 -0.9 0.271
C -2.174 -1.985 1.022 -1.5 0.0 -0.1 -0.270
C -2.026 -3.241 0.449 0.7 1.4 -0.1 -0.063
C -1.101 -3.331 -0.623 -0.3 -0.4 -1.2 -0.126
C -1.081 -4.465 -1.500 1.4 1.1 -0.7 -0.139
C -0.214 -4.522 -2.578 -1.0 -0.5 0.8 -0.186
C 0.638 -3.449 -2.831 0.3 0.0 -1.0 -0.157
C 0.544 -2.292 -2.152 0.8 1.4 1.9 -0.258
C -0.312 -2.195 -1.009 -0.4 -1.0 0.3 0.259
N -0.448 -1.024 -0.315 -1.7 -1.6 -0.4 -0.541
H 0.592 4.775 -1.509 -0.6 -0.5 0.8 0.249
H -0.948 4.976 0.565 0.1 -0.1 -0.3 0.244
H -2.179 3.177 1.462 0.8 -0.6 -1.1 0.234
H 1.087 2.462 -2.382 -0.4 0.6 0.1 0.239
H -2.999 -1.769 1.727 0.7 -0.5 -0.3 0.245
H -2.651 -4.076 0.750 0.2 0.0 0.0 0.255
H -1.798 -5.223 -1.392 -0.8 -1.1 0.5 0.230
H -0.215 -5.374 -3.257 0.0 0.1 0.3 0.249
H 1.332 -3.495 -3.653 0.1 -0.1 -0.2 0.239
H 1.259 -1.458 -2.328 -0.7 -0.5 -0.1 0.219
```
Forces are in eV/Å.

The orbital gap (alpha / beta) is 6.07 / 5.25 eV. Its multiplicity is 5. For the relative energy (zero: lowest compared OMol25 entry of this formula, charge and spin), the calculation gives 4.561 eV. Its charge is +2. As for the expectation value of S²: 6.06.



Entry 4:
The following is a DFT calculation (wB97M-V/def2-TZVPD) of a structure of composition C56H51FeN6OP.

XYZ file:
```
116
Properties=species:S:1:pos:R:3:forces:R:3:mulliken_spin:R:1
Fe 0.420 0.697 -0.265 1.4 0.2 0.8 1.993
C 2.520 5.394 2.321 0.0 0.0 0.1 0.007
C 1.228 4.952 2.559 0.1 0.1 0.1 -0.004
C 0.600 4.107 1.667 0.0 -0.1 -0.3 0.029
C 1.235 3.691 0.493 0.3 0.6 0.7 0.004
C 2.527 4.178 0.248 -0.2 -0.3 0.0 0.006
C 3.162 4.998 1.158 0.1 0.2 0.1 -0.003
N 0.627 2.801 -0.382 -0.6 -1.3 -0.8 0.024
C 0.445 3.164 -1.668 -0.1 -0.7 0.7 0.031
C 0.437 4.491 -2.130 0.0 0.6 -0.5 0.007
C 0.197 4.766 -3.457 0.2 0.0 0.7 -0.002
C -0.005 3.735 -4.377 -0.1 -0.7 -0.4 0.000
C 0.024 2.420 -3.963 0.0 0.3 -0.3 -0.009
C 0.228 2.117 -2.617 0.1 0.7 -0.1 0.005
N 0.303 0.862 -2.090 0.3 -1.4 -1.4 -0.066
N 0.406 -0.160 -2.896 -0.4 2.6 -0.8 -0.085
C 0.645 -1.313 -2.268 0.4 -1.6 1.7 0.046
C 1.090 -2.437 -2.995 -0.1 0.7 0.1 -0.004
C 1.482 -3.556 -2.313 0.0 0.0 0.6 0.000
C 1.361 -3.581 -0.917 0.0 -0.1 -0.4 -0.009
C 0.864 -2.468 -0.275 -0.1 -0.1 0.3 0.031
N 0.527 -1.347 -0.906 0.3 0.5 -0.7 -0.050
H 3.016 6.042 3.027 0.0 0.1 0.1 0.001
H 0.699 5.278 3.444 0.0 0.0 0.1 0.000
H -0.402 3.771 1.862 -0.2 -0.1 0.0 -0.008
H 3.037 3.886 -0.657 0.0 -0.1 -0.1 -0.002
H 4.167 5.340 0.951 0.1 0.0 0.0 0.000
H 0.597 5.294 -1.423 0.0 0.0 0.0 0.000
H 0.166 5.795 -3.787 0.0 0.1 0.0 0.000
H -0.178 3.970 -5.417 0.0 0.0 -0.1 0.000
H -0.107 1.601 -4.654 -0.1 0.0 -0.1 0.001
H 1.153 -2.363 -4.068 0.0 0.1 -0.1 0.001
H 1.879 -4.413 -2.836 0.0 0.0 -0.1 -0.002
H 1.640 -4.457 -0.353 0.0 0.0 0.1 0.001
H 0.722 -2.465 0.800 0.0 0.1 0.1 -0.010
C 1.348 -1.456 3.682 0.0 0.1 -0.1 0.007
C 0.119 -0.595 3.748 -0.1 0.0 -0.1 0.012
C -0.739 -0.822 4.811 -0.1 0.1 0.1 -0.015
C -1.945 -0.158 4.928 0.0 -0.1 0.0 0.023
C -2.327 0.695 3.912 0.0 -0.1 0.1 -0.014
C -1.508 0.933 2.818 0.1 0.0 0.0 0.009
C -2.060 1.797 1.727 0.1 -0.1 -0.1 -0.008
C -0.230 0.344 2.750 -0.5 -0.1 0.5 -0.073
N 0.664 0.655 1.723 -0.2 -0.1 -0.6 0.149
C 1.894 1.066 2.057 0.6 0.0 0.2 0.286
C 2.201 1.629 3.418 0.0 0.0 -0.1 -0.004
C 2.939 0.925 1.114 0.2 0.1 0.4 0.164
C 4.357 1.193 1.533 -0.1 0.1 -0.1 0.039
N 2.645 0.546 -0.117 -1.0 0.0 0.0 0.309
C 3.548 -0.089 -0.968 0.3 -0.3 -0.5 -0.010
C 4.102 -1.341 -0.633 -0.1 0.0 0.0 0.014
C 3.930 -1.942 0.726 0.0 0.1 0.0 0.009
C 4.828 -2.048 -1.579 0.1 0.0 -0.1 -0.009
C 5.045 -1.542 -2.846 0.1 0.0 -0.1 0.015
C 4.566 -0.284 -3.154 0.0 -0.1 0.0 -0.011
C 3.835 0.451 -2.235 0.0 0.0 0.1 0.018
C 3.431 1.849 -2.576 0.0 -0.1 0.0 0.007
H 1.048 -2.493 3.517 0.0 -0.1 0.0 0.000
H 1.899 -1.413 4.621 0.1 0.0 0.0 0.003
H 2.008 -1.167 2.872 0.1 0.0 0.0 0.012
H -0.448 -1.543 5.561 0.1 -0.1 0.1 -0.001
H -2.589 -0.334 5.776 -0.1 0.0 0.1 0.002
H -3.288 1.187 3.959 -0.1 0.1 0.0 0.000
H -3.012 1.378 1.397 0.0 0.0 0.0 -0.010
H -1.378 1.849 0.874 -0.2 0.2 0.2 0.078
H -2.263 2.805 2.089 0.0 0.1 -0.1 0.002
H 1.283 1.820 3.968 0.0 0.1 0.0 0.012
H 2.741 2.566 3.306 0.1 0.1 0.0 -0.004
H 2.819 0.954 4.009 0.1 -0.1 0.1 -0.010
H 4.464 2.248 1.784 0.1 0.1 0.0 -0.008
H 5.036 0.957 0.715 0.1 0.0 0.0 0.008
H 4.637 0.613 2.411 0.1 0.0 0.1 -0.006
H 2.966 -1.668 1.142 0.0 0.0 0.1 0.015
H 4.709 -1.589 1.401 0.0 0.0 0.1 0.001
H 4.005 -3.026 0.670 0.0 -0.1 0.0 0.000
H 5.227 -3.015 -1.310 0.0 -0.1 0.0 0.001
H 5.596 -2.111 -3.581 0.1 0.0 0.0 0.001
H 4.766 0.144 -4.127 0.0 0.1 -0.1 0.000
H 4.291 2.512 -2.470 0.0 0.1 0.0 0.000
H 2.644 2.175 -1.907 0.1 0.2 0.0 -0.005
H 3.081 1.918 -3.603 -0.1 0.1 -0.1 0.001
O -2.116 1.754 -1.468 -1.7 -0.2 0.1 0.134
C -3.172 1.301 -1.230 1.6 0.9 -0.4 0.273
C -4.305 0.732 -0.812 -0.8 -0.6 0.4 -0.004
C -5.578 1.387 -0.781 0.1 0.4 -0.1 0.289
C -6.662 0.747 -0.250 0.0 0.0 -0.1 -0.122
C -6.555 -0.556 0.242 -0.2 0.0 0.1 0.303
C -5.333 -1.218 0.204 0.1 0.1 -0.2 -0.158
C -4.203 -0.629 -0.322 0.4 0.2 0.0 0.241
P -2.491 -1.316 -0.283 -0.8 -0.6 0.2 0.087
C -2.444 -2.187 -1.900 0.2 0.1 0.2 0.014
C -2.929 -1.576 -3.051 0.0 0.0 0.0 -0.017
C -2.832 -2.214 -4.275 0.0 0.1 -0.1 0.008
C -2.239 -3.461 -4.364 0.0 -0.1 -0.2 0.000
C -1.727 -4.064 -3.230 -0.1 -0.1 0.1 0.003
C -1.821 -3.428 -2.005 -0.1 0.0 -0.1 -0.007
C -2.848 -2.711 0.853 0.3 0.1 0.0 0.001
C -3.510 -3.881 0.493 0.1 0.0 0.0 0.004
C -3.845 -4.813 1.458 -0.1 -0.2 0.0 0.001
C -3.544 -4.585 2.792 0.0 0.1 0.1 0.001
C -2.884 -3.422 3.157 -0.1 -0.2 0.1 0.004
C -2.536 -2.497 2.190 0.1 0.1 -0.1 -0.008
H -5.640 2.399 -1.150 -0.1 0.1 0.0 0.011
H -7.614 1.253 -0.201 0.0 0.1 0.0 -0.005
H -7.418 -1.046 0.665 -0.1 -0.1 0.0 0.018
H -5.271 -2.216 0.607 0.0 -0.1 0.0 -0.001
H -3.385 -0.598 -2.993 -0.1 0.1 0.0 -0.005
H -3.228 -1.737 -5.159 0.0 0.0 -0.1 0.000
H -2.175 -3.963 -5.319 0.0 0.0 -0.1 0.000
H -1.255 -5.034 -3.294 0.1 -0.1 0.0 0.000
H -1.403 -3.898 -1.126 0.0 0.0 0.0 0.001
H -3.773 -4.056 -0.540 -0.1 0.0 0.0 0.000
H -4.359 -5.720 1.170 0.0 0.0 0.0 0.000
H -3.836 -5.304 3.543 0.0 -0.1 0.0 0.000
H -2.647 -3.228 4.192 0.0 0.0 0.1 0.000
H -2.032 -1.585 2.463 0.1 0.1 0.2 -0.011
```
Forces are in eV/Å.

The orbital gap (alpha / beta) is 4.61 / 5.88 eV. Its multiplicity is 5. As for the expectation value of S²: 6.11.



Entry 5:
The following is a DFT calculation (wB97M-V/def2-TZVPD) of the molecule C2H2FN3.

XYZ file:
```
8
Properties=species:S:1:pos:R:3:forces:R:3:nbo_charge:R:1
F 2.545 -0.031 0.052 -1.5 0.0 -0.1 -0.152
N 1.183 -0.022 -0.074 -1.6 3.3 -0.2 0.281
N 0.344 1.242 -0.032 4.6 -2.5 0.3 -0.222
C -0.812 0.699 0.036 -0.9 -0.2 -0.3 -0.063
C -0.753 -0.716 0.002 -1.6 0.1 0.1 -0.128
N 0.472 -1.091 -0.031 3.1 -0.6 0.1 -0.183
H -1.557 1.459 0.083 -1.1 -0.3 0.0 0.236
H -1.423 -1.540 -0.036 -1.1 0.2 0.1 0.230
```
Forces are in eV/Å.

The orbital gap is 11.06 eV. For the relative energy (zero: lowest compared OMol25 entry of this formula, charge and spin), the calculation gives 3.451 eV. The SMILES is Fn1nccn1.



Entry 6:
The following is a DFT calculation (wB97M-V/def2-TZVPD) of the molecule C5H8S.

XYZ file:
```
14
Properties=species:S:1:pos:R:3:forces:R:3:nbo_charge:R:1
C -2.459 0.719 -0.705 0.8 0.8 -1.1 -0.365
C -1.928 0.158 0.349 0.2 0.4 2.5 -0.236
C -0.442 0.019 0.540 1.2 -8.8 -2.0 -0.248
C 0.023 -1.540 0.359 -4.1 6.3 0.8 -0.398
S 0.675 1.302 0.456 0.4 0.4 0.7 0.303
C 1.948 0.963 -0.813 -0.2 0.9 0.3 -0.734
H -3.462 0.772 -1.021 -1.3 -0.1 0.5 0.204
H -1.830 1.235 -1.409 0.6 -0.2 -0.4 0.187
H -2.550 -0.093 1.239 0.4 -0.5 -1.0 0.219
H 1.029 -1.756 0.242 1.9 -0.2 0.0 0.176
H -0.694 -2.396 0.202 0.5 1.5 0.3 0.205
H 1.340 0.660 -1.643 0.2 -0.6 -0.7 0.229
H 2.926 0.425 -0.690 -1.3 0.2 0.4 0.231
H 2.108 2.037 -0.948 0.8 -0.2 -0.5 0.227
```
Forces are in eV/Å.

The orbital gap is 8.06 eV. For the relative energy (zero: lowest compared OMol25 entry of this formula, charge and spin), the calculation gives 3.754 eV. The SMILES is C=CC(=C)SC.



Number 1: E -394.80960 hartree. Number 2: E -5946.08746 hartree. Number 3: E -1563.24037 hartree. Number 4: E -4173.34276 hartree. Number 5: E -341.39994 hartree. Number 6: E -593.35027 hartree.